This record from the Open Molecules 2025 dataset describes a molecular structure, C35H76FN11O12PS2 in a non-equilibrium geometry. The level of theory is wB97M-V/def2-TZVPD.

Last column: Mulliken charge in e.
Geometry (Å):
S -3.504992 1.181524 -0.414835  -0.4045
S 1.948625 0.106762 -3.310903  1.0724
P -0.302730 -2.097380 -2.813603  0.1110
F -2.493978 -2.903778 -0.514981  0.0151
O 0.327543 -1.627214 -1.292393  0.1106
O -1.063180 -3.544298 -2.118865  -0.4526
O -4.398383 -0.516288 -2.243386  -0.3258
O -7.357152 -7.815841 -1.920880  -0.3790
O -2.168286 -8.169094 -2.084662  -0.5943
O 6.194982 -3.749451 2.363796  -0.5650
O -0.083120 5.189993 1.793939  -0.5614
O 0.906264 9.972396 0.226611  -0.5523
O 5.288850 9.120130 4.935788  -0.5932
O 2.312030 1.056377 -4.351184  -0.7687
O 2.967755 -0.889249 -3.106555  -0.5608
O 3.423488 -4.495217 -4.308019  -0.6701
N 2.575648 9.734418 1.760405  0.1623
N -0.865213 6.862765 0.468023  0.3511
N 6.024335 -1.485798 2.173501  0.2136
N -5.012487 -1.112612 -0.211799  -0.7302
N -2.428065 -4.940759 1.830194  -0.7204
N 4.314374 8.098254 6.715101  0.1073
N -7.914870 -5.641127 -2.287255  0.0812
N 1.065703 -3.182278 -3.236555  -0.0541
N 4.861431 -4.776936 -2.562420  0.1757
N -5.462845 -2.058443 -1.130393  0.0022
N -4.418192 -7.870224 -2.104686  0.3016
C 0.111529 0.586180 1.308462  -0.4357
C -4.331938 -6.840249 -3.128518  -0.9810
C 3.434815 8.195644 7.863736  -0.9106
C -5.088298 -1.699581 -2.282310  -0.0192
C -0.211519 -1.995545 1.140142  -1.1757
C -9.267381 -5.983500 -2.686397  -1.0745
C 4.562130 9.148041 5.911510  0.1037
C 4.951587 6.825648 6.416617  -0.8968
C 5.002098 -6.200417 -2.795263  -0.9950
C -7.074254 -6.630725 -1.933694  -0.5908
C -0.861083 -0.606974 1.248327  0.4804
C 1.674952 10.436271 1.052841  0.0416
C -1.223751 -3.473568 -0.749028  0.6086
C -5.719749 -8.237620 -1.580614  -1.2030
C 4.658907 -1.550078 1.672301  -0.8377
C 0.355812 -0.566040 -3.754169  -1.1093
C 2.674527 8.299376 1.552170  -0.7878
C 6.665126 -2.633760 2.473281  0.0951
C -0.693345 1.904906 1.355843  -0.8565
C -7.503379 -4.247909 -2.279493  -0.7776
C 6.652858 -0.191221 2.335511  -0.9317
C -1.838784 7.914633 0.256542  -0.9497
C 4.061123 -4.050077 -3.379153  0.5146
C -1.170057 -4.928924 -0.317063  -0.4058
C 3.457575 10.357934 2.730878  -0.8370
C -2.146235 1.044584 -1.619609  0.4505
C -0.064812 -2.541223 -0.287612  0.0749
C -4.399393 -0.243024 -0.920110  0.6961
C -1.354120 -5.146970 1.183880  -0.4242
C -0.832969 1.774116 -1.235873  0.7130
C -0.832780 2.657485 0.012804  -1.0707
C 5.570219 -4.158420 -1.463712  -1.0227
C 0.162421 6.644485 -0.537448  -0.7207
C -3.277764 -8.448126 -1.675894  0.0842
C -0.878578 6.082442 1.562357  -0.0423
H 0.742696 -2.051799 1.674579  0.3083
H 0.045820 7.349956 -1.355188  0.3581
H 0.679779 -4.098815 -3.401586  0.1962
H -6.471078 -4.159061 -1.954716  0.1105
H 4.635313 -2.129807 0.749897  0.0832
H -2.388050 7.718880 -0.667259  0.3417
H -3.444089 -9.212666 -0.896430  0.2436
H -5.215472 -2.181200 -3.236001  0.4571
H -2.543781 7.957961 1.085162  0.2916
H -3.869231 -7.250926 -4.026700  0.3852
H 5.402080 -6.374217 -3.796268  0.2885
H -6.353780 -8.608506 -2.388452  0.4984
H 0.348906 -0.748949 -4.826352  0.6657
H 4.026088 -6.684155 -2.729294  0.2996
H -5.616379 -9.015617 -0.826409  0.1179
H 5.354060 -3.092366 -1.424609  0.2119
H 1.688554 11.513420 1.291552  0.2454
H -1.609937 -1.508895 -2.595780  -0.2312
H -1.704976 3.319400 0.057287  0.2146
H -0.601585 2.434423 -2.081113  0.7353
H 3.270913 11.429724 2.782039  0.3188
H 0.860636 0.533656 0.514247  0.0597
H 3.283850 9.918623 3.709256  0.2293
H 1.141760 6.772627 -0.082766  0.1454
H 4.659656 6.491617 5.420650  0.2565
H 0.785347 -3.248260 -0.272500  0.1050
H 4.023413 -2.982666 -3.111105  0.0586
H -1.406773 -0.591266 2.198324  0.6549
H 6.646961 -4.297946 -1.598331  0.3587
H -1.322906 8.872973 0.176432  0.2960
H 4.030818 10.065139 6.221176  0.3229
H 6.693179 0.323203 1.373101  0.3292
H 0.087753 5.624244 -0.917069  0.2117
H 3.987045 7.951358 8.773397  0.3325
H 4.279836 -0.549734 1.479870  0.4362
H 6.076946 0.413976 3.039245  0.3145
H -6.198100 -7.367131 -1.127385  0.4383
H 5.261142 -4.618792 -0.522140  0.4309
H 0.660336 0.479808 2.252995  0.4842
H -1.657221 1.728974 1.839646  0.4212
H -1.906865 -0.020670 -1.691730  -1.5324
H -2.496026 1.322384 -2.614725  0.9781
H -0.164878 2.582640 2.034920  0.4565
H 3.038441 9.205229 7.951629  0.2973
H 3.445818 7.881423 2.194175  0.3286
H 4.495941 10.190135 2.445883  0.3292
H 5.672812 -6.632150 -2.054845  0.3896
H 6.035541 6.943349 6.434652  0.3002
H -3.713357 -6.014134 -2.774064  0.2223
H 2.919240 8.102138 0.507701  0.3022
H -0.222703 -5.382601 -0.603219  0.4103
H -5.328615 -6.474240 -3.366049  0.4535
H -0.882921 -2.686713 1.659142  0.2755
H -1.698998 6.329220 2.258645  0.3576
H 7.692211 -2.467466 2.844036  0.2688
H -0.052517 1.016310 -1.219982  -1.0244
H 1.832764 0.833406 -2.164701  -0.0384
H -9.816318 -5.079794 -2.939977  0.4017
H -1.584309 -0.474227 0.443456  -1.0031
H -9.773724 -6.501892 -1.870800  0.3150
H 4.026658 -2.045923 2.409497  0.2978
H -3.128885 -4.582182 1.171642  0.3735
H -9.240972 -6.649678 -3.550214  0.3213
H -8.135080 -3.682207 -1.593804  0.4108
H -0.375372 0.231528 -3.580776  0.3998
H -1.962715 -5.497792 -0.808645  -0.0331
H -7.600327 -3.831935 -3.286224  0.3994
H -6.073834 -6.263919 -1.647745  0.8249
H 7.665935 -0.307774 2.716430  0.3097
H 4.653106 6.082190 7.151251  0.3782
H 2.603334 7.497190 7.752289  0.3374
H -0.893190 -2.502145 -4.098821  -0.2579
H 1.501720 -2.808375 -4.070505  0.2758
H -0.504969 -5.544987 1.752384  0.4150
H 1.714500 7.832673 1.778188  0.1550
H 0.026000 3.329372 -0.075725  0.2998

Cartesian forces (eV/Å) of the 2 atoms listed first:
S -0.41 0.02 0.01
S 0.97 0.09 -2.11

Output
E: -4121.68060 hartree
LUMO: 1.444 eV
net charge: -1
HOMO: -4.31 eV